DFT (the ωB97M-V functional and the def2-TZVPD basis) results for a 10-piece molecular cluster, C19H47Br6N5O12 overall in a non-equilibrium geometry.

Cartesian coordinates (Å):
C  15.18  -10.09  -1.79
N  15.33  -8.63  -1.70
O  15.54  -8.00  -2.76
O  15.27  -8.12  -0.56
H  14.09  -10.04  -1.91
H  15.36  -10.61  -0.84
H  15.66  -10.52  -2.66
C  10.71  -8.84  -5.02
N  9.79  -9.73  -4.27
O  10.10  -10.92  -4.12
O  8.67  -9.20  -3.95
H  10.33  -8.13  -5.76
H  11.27  -9.65  -5.49
H  11.37  -8.33  -4.32
C  9.41  -7.21  -1.05
N  10.59  -8.10  -0.94
O  11.26  -8.19  -1.95
O  10.61  -8.77  0.09
H  9.79  -6.34  -0.50
H  8.58  -7.67  -0.53
H  9.27  -7.20  -2.13
C  16.79  -6.79  -6.42
N  16.53  -5.21  -6.39
O  17.56  -4.58  -6.25
O  15.42  -4.77  -6.48
H  16.99  -7.13  -7.43
H  15.82  -7.04  -5.97
H  17.66  -6.97  -5.80
C  13.96  -2.20  -6.25
N  12.61  -1.82  -6.70
O  12.52  -1.30  -7.75
O  11.67  -2.06  -5.94
H  14.25  -1.46  -5.51
H  14.63  -2.37  -7.10
H  13.73  -3.15  -5.77
Br  12.76  -5.62  0.09
C  12.17  -5.30  1.96
C  12.90  -4.09  2.53
Br  14.76  -4.51  3.07
H  12.40  -6.24  2.46
H  11.10  -5.12  1.89
H  12.40  -3.70  3.42
H  12.89  -3.27  1.82
Br  13.32  0.98  -2.23
C  14.85  0.21  -1.23
C  14.30  -0.18  0.14
Br  14.18  1.43  1.40
H  15.69  0.90  -1.22
H  15.14  -0.60  -1.90
H  14.87  -0.96  0.66
H  13.32  -0.66  0.02
Br  13.57  -2.60  -2.94
C  14.19  -4.50  -2.98
C  13.01  -5.34  -3.28
Br  12.43  -5.28  -5.18
H  14.65  -4.78  -2.03
H  14.89  -4.62  -3.82
H  12.26  -5.05  -2.54
H  13.18  -6.40  -3.09
C  16.87  -4.13  0.55
C  17.91  -4.38  -0.58
O  17.37  -3.49  -1.52
C  17.90  -3.70  -2.84
C  17.57  -2.42  -3.67
H  15.90  -4.52  0.25
H  17.18  -4.74  1.40
H  16.94  -3.08  0.83
H  18.91  -4.04  -0.32
H  18.01  -5.40  -0.96
H  18.96  -3.95  -2.92
H  17.31  -4.52  -3.26
H  16.57  -2.07  -3.41
H  17.61  -2.54  -4.75
H  18.22  -1.57  -3.46
C  9.84  -2.24  -2.57
C  10.35  -0.92  -2.04
O  10.51  -1.05  -0.64
C  9.35  -1.24  0.25
C  9.52  -0.55  1.54
H  9.95  -3.03  -1.83
H  8.76  -2.21  -2.70
H  10.33  -2.64  -3.46
H  11.37  -0.73  -2.37
H  9.60  -0.19  -2.35
H  8.44  -0.90  -0.26
H  9.16  -2.31  0.36
H  8.64  -0.62  2.17
H  9.65  0.52  1.37
H  10.41  -0.89  2.08

Computed properties:
- Orbital gap: 8.895 eV
- Relative energy (zero: lowest compared OMol25 entry of this formula, charge and spin): 2.057 eV
- E: -17372.2784 a.u.
- Spin multiplicity: 1

Quick look at the Mulliken charges, all values in e: -0.733 0.806 -0.408 -0.477 0.256 0.288 0.273 -0.587 0.921 -0.532 -0.535 0.283 0.352 0.103 -0.682 0.836 -0.380 -0.550 0.193 0.309 0.242 -0.761 0.898 -0.547 -0.457 0.283 0.313 0.297 -0.257 0.963 -0.599 -0.489 0.311 0.261 -0.359 0.040 -0.723 -0.415 -0.151 0.454 0.357 0.432 0.105 -0.118 0.417 -0.205 -0.189 0.468 -0.664 0.283 0.079 -0.018 0.198 -0.697 -0.114 0.244 -0.124 0.292 0.260 -0.876 -0.649 -0.161 -0.172 -0.887 0.169 0.447 0.270 0.360 0.353 0.465 0.029 -0.048 0.314 0.378 -0.876 0.470 -0.139 -0.242 -1.225 0.115 0.383 0.195 -0.599 0.363 0.376 0.231 0.396 0.303 0.209